Density functional theory data (ωB97M-V with the def2-TZVPD basis set) for a structure of composition C22H18F3 at a distorted geometry.

Geometry as XYZ:
```
43
Properties=species:S:1:pos:R:3
F 3.1085 -2.6141 2.0703
C 2.2503 -1.7037 2.6575
C 1.2192 -2.1969 3.4735
C 0.3046 -1.2561 3.9353
F -0.6035 -1.6409 4.9045
C 0.2943 0.0475 3.4694
C 1.3205 0.5221 2.6155
C 1.1242 1.8767 2.1108
C 1.6975 2.3846 0.8810
C 1.4016 3.7388 0.5963
C 2.0099 4.4061 -0.4558
C 2.9180 3.7222 -1.2851
C 3.1265 2.3631 -1.0586
F 4.0200 1.6801 -1.8616
C 2.4787 1.6633 -0.0556
C 2.4004 -0.3519 2.3428
H 1.1846 -3.2421 3.7805
H -0.5142 0.7100 3.7851
H -0.0054 2.0965 2.1035
H 0.6977 4.2820 1.2282
H 1.7921 5.4657 -0.6562
H 3.4388 4.2336 -2.0996
H 2.5668 0.5850 0.0245
H 3.2892 0.0019 1.8355
C 2.6487 3.9635 3.2736
C 1.4479 3.0944 3.6146
C 1.4140 2.6376 4.9608
C 0.2257 2.3117 5.7374
C 0.2830 1.2345 6.6570
C -0.8328 0.8255 7.3481
C -2.0565 1.5079 7.1957
C -2.1360 2.5596 6.2729
C -1.0326 2.9476 5.5344
H 2.3985 4.7894 2.5972
H 3.0260 4.3635 4.2486
H 3.4997 3.4095 2.8059
H 0.4554 3.4801 3.2767
H 2.3935 2.4612 5.4485
H 1.2661 0.7560 6.8379
H -0.7735 -0.0242 8.0434
H -2.9476 1.1441 7.6925
H -3.0841 3.0880 6.1431
H -1.0833 3.8238 4.8864
```

Properties
**Net charge**: +1
**Relative energy (zero: lowest compared OMol25 entry of this formula, charge and spin)**: 1.4372 eV
**LUMO level**: -5.95 eV
**Gap between HOMO and LUMO**: 6.2 eV

What are the Mulliken partial charges on each atom? They are as follows, in elementary charge units:
1. F -0.29
2. C 0.20
3. C -0.77
4. C 0.25
5. F -0.31
6. C -0.89
7. C 0.07
8. C 0.56
9. C 0.06
10. C -0.83
11. C -0.57
12. C -0.65
13. C 0.13
14. F -0.30
15. C -0.55
16. C -0.79
17. H 0.47
18. H 0.65
19. H 0.60
20. H 0.55
21. H 0.41
22. H 0.44
23. H 0.98
24. H 0.96
25. C -1.62
26. C 0.71
27. C -0.72
28. C 0.48
29. C -0.27
30. C -0.60
31. C -0.40
32. C -0.71
33. C -0.08
34. H 0.41
35. H 0.50
36. H 0.28
37. H 0.09
38. H 0.45
39. H 0.41
40. H 0.40
41. H 0.41
42. H 0.41
43. H 0.44

=====

Density functional theory data (ωB97M-V with the def2-TZVPD basis set) for the molecule C22H18N2O at a distorted geometry.

Geometry as XYZ:
```
43
Properties=species:S:1:pos:R:3
C 5.6071 -2.3151 0.6797
C 4.6449 -2.8844 -0.1619
C 3.9407 -2.0834 -1.0642
C 4.2437 -0.7234 -1.1260
O 3.4578 0.1280 -1.9133
C 2.1332 0.3124 -1.4991
C 1.8407 1.4293 -0.7174
C 0.5168 1.6658 -0.3409
C -0.5197 0.7900 -0.6799
C -1.9654 1.1637 -0.2950
C -2.9640 0.0384 -0.0651
C -4.3382 0.3463 -0.0099
C -5.2794 -0.6938 0.0744
C -4.8358 -2.0311 0.0696
C -3.4728 -2.3251 0.1711
C -2.5410 -1.2733 0.1920
N -2.0070 2.0093 0.8264
C -2.8756 3.0687 0.9833
C -2.6931 3.5441 2.2808
N -1.7695 2.7485 2.9284
C -1.3744 1.8192 2.0581
C -0.2023 -0.2936 -1.5202
C 1.1286 -0.5907 -1.8475
C 5.2138 -0.1388 -0.3080
C 5.8836 -0.9469 0.6081
H 6.1405 -2.9517 1.3905
H 4.4147 -3.9515 -0.1161
H 3.1270 -2.4852 -1.6749
H 2.6438 2.1065 -0.4184
H 0.3072 2.5743 0.2276
H -2.3645 1.7401 -1.1569
H -4.6745 1.3987 -0.0214
H -6.3478 -0.4530 0.1094
H -5.5521 -2.8485 -0.0124
H -3.1030 -3.3598 0.2087
H -1.4843 -1.4542 0.3860
H -3.4617 3.4845 0.1699
H -3.1533 4.4109 2.7435
H -0.6569 1.0238 2.2233
H -0.9942 -0.9405 -1.9085
H 1.3935 -1.4993 -2.3926
H 5.3702 0.9402 -0.3502
H 6.6228 -0.4992 1.2691
```

Properties
**Net charge**: 0
**Relative energy (zero: lowest compared OMol25 entry of this formula, charge and spin)**: 0.0000 eV
**LUMO level**: 0.66 eV
**Gap between HOMO and LUMO**: 9.3 eV

What are the Mulliken partial charges on each atom? They are as follows, in elementary charge units:
1. C -0.45
2. C -0.55
3. C -0.28
4. C 0.58
5. O -0.52
6. C 0.06
7. C -0.31
8. C -1.06
9. C 0.06
10. C 0.22
11. C 0.19
12. C -0.34
13. C -0.63
14. C -0.44
15. C -0.77
16. C -0.17
17. N 0.33
18. C -0.27
19. C -0.60
20. N -0.71
21. C 0.01
22. C -0.52
23. C -0.23
24. C -0.35
25. C -0.40
26. H 0.36
27. H 0.35
28. H 0.23
29. H 0.40
30. H 0.39
31. H 0.41
32. H 0.27
33. H 0.37
34. H 0.38
35. H 0.36
36. H 0.55
37. H 0.42
38. H 0.39
39. H 0.42
40. H 0.60
41. H 0.52
42. H 0.42
43. H 0.35

=====

Density functional theory data (ωB97M-V with the def2-TZVPD basis set) for a structure of composition C22H18N2O3Re at a distorted geometry.

Geometry as XYZ:
```
46
Properties=species:S:1:pos:R:3
Re -0.2664 0.0412 0.1303
O 3.5566 1.3756 -0.2143
C 2.3741 1.2613 -0.1041
O 1.6983 0.1473 -0.0395
C 1.4332 2.4601 -0.0442
C 1.9354 3.7585 -0.0797
C 1.0404 4.8051 -0.0563
C -0.3364 4.5330 -0.0225
C -1.3104 5.5570 -0.0267
C -2.6452 5.2553 -0.0311
C -3.0616 3.9140 -0.0347
C -2.1424 2.8968 -0.0114
C -0.7640 3.1706 0.0007
N 0.1384 2.1461 0.0132
H 3.0033 3.9035 -0.1227
H 1.3797 5.8305 -0.0782
H -0.9698 6.5789 -0.0337
H -3.3830 6.0421 -0.0349
H -4.1164 3.6878 -0.0577
H -2.4623 1.8619 -0.0100
O -2.4892 -0.4932 -0.0621
C -2.7840 -1.8962 0.0085
C -1.5123 -2.7015 -0.0280
C -1.5766 -4.0867 -0.0735
C -0.4044 -4.8263 -0.0935
C 0.8059 -4.1441 -0.0967
C 0.7916 -2.7643 -0.0634
N -0.3417 -2.0449 -0.0104
H -3.3150 -0.0208 -0.2434
H -3.4179 -2.1862 -0.8400
H -3.3258 -2.1095 0.9422
H -2.5383 -4.5689 -0.0873
H -0.4366 -5.9036 -0.1071
H 1.7453 -4.6727 -0.1196
H 1.7135 -2.1949 -0.0764
C -0.0235 0.0622 5.0233
C -0.7171 1.0732 4.3724
C -0.8148 1.0801 2.9914
C -0.2119 0.0688 2.2442
C 0.5006 -0.9323 2.9025
C 0.5879 -0.9407 4.2823
H 0.0486 0.0587 6.0993
H -1.1732 1.8666 4.9437
H -1.3569 1.8845 2.5118
H 1.0045 -1.7090 2.3445
H 1.1433 -1.7211 4.7764
```

Properties
**<S²>**: 0.7653
**Net charge**: +2
**Multiplicity**: 2
**Relative energy (zero: lowest compared OMol25 entry of this formula, charge and spin)**: 0.6992 eV
**LUMO level (alpha / beta)**: -9.17 / -8.71 eV
**Gap between HOMO and LUMO (alpha / beta)**: 5.8 / 6.3 eV

What are the Mulliken partial charges on each atom? They are as follows, in elementary charge units:
1. Re 1.10
2. O -0.51
3. C 0.35
4. O -0.50
5. C 0.68
6. C -0.85
7. C -0.53
8. C 0.88
9. C -0.89
10. C -0.65
11. C -0.67
12. C 0.21
13. C 0.27
14. N -0.04
15. H 0.54
16. H 0.50
17. H 0.45
18. H 0.42
19. H 0.45
20. H 0.12
21. O -0.43
22. C -0.59
23. C 0.70
24. C -0.88
25. C -0.33
26. C -0.80
27. C -0.21
28. N 0.06
29. H 0.27
30. H 0.46
31. H 0.37
32. H 0.51
33. H 0.46
34. H 0.47
35. H 0.50
36. C -0.45
37. C -0.74
38. C -0.42
39. C 0.81
40. C -0.41
41. C -0.73
42. H 0.43
43. H 0.45
44. H 0.37
45. H 0.36
46. H 0.44

=====

Density functional theory data (ωB97M-V with the def2-TZVPD basis set) for the molecule C22H18N6O at a distorted geometry.

Geometry as XYZ:
```
47
Properties=species:S:1:pos:R:3
C -2.7741 0.1020 -1.2846
C -2.2863 1.5385 -1.0457
C -3.2097 2.5312 -0.7911
C -2.7545 3.8805 -0.7474
C -3.6811 5.0231 -0.7016
C -4.9925 4.9294 -1.1618
C -5.9430 5.9712 -0.9532
N -6.7402 6.8042 -0.6554
C -1.3843 4.1814 -0.7761
C -0.4752 3.1705 -0.9583
C 1.0220 3.4713 -1.0624
O 1.6205 3.0479 -2.2478
C -0.9230 1.8428 -1.0860
N 0.0261 0.8236 -1.2277
C 0.4955 0.1260 -0.1481
C 0.3696 0.5295 1.1587
C 0.8662 -0.2837 2.1324
N 1.6001 -1.3324 1.7763
C 1.6944 -1.6179 0.4973
N 2.3830 -2.6931 0.0115
C 2.8033 -3.8072 0.6971
C 3.1945 -3.8309 2.0593
C 3.4945 -5.0374 2.6698
C 3.5237 -6.2402 1.9775
C 3.8929 -7.4681 2.6020
N 4.1821 -8.4538 3.1192
C 3.1820 -6.2337 0.6230
C 2.8409 -5.0275 -0.0097
N 1.1467 -0.9446 -0.4840
H -2.5746 -0.5706 -0.4262
H -3.8320 0.0146 -1.5729
H -2.2208 -0.3223 -2.1282
H -4.2765 2.2925 -0.7095
H -3.3094 5.9652 -0.3150
H -5.3763 4.0231 -1.6210
H -1.0393 5.2030 -0.7295
H 1.1467 4.5469 -0.9873
H 1.5807 3.0172 -0.2397
H 1.4363 2.0814 -2.3223
H -0.1488 0.1269 -1.9711
H -0.1882 1.4440 1.4208
H 0.7305 0.0474 3.1489
H 2.1246 -2.7999 -0.9527
H 3.1522 -2.9461 2.6822
H 3.7906 -4.9455 3.7295
H 3.1740 -7.1522 0.0811
H 2.6562 -5.0282 -1.0703
```

Properties
**Net charge**: 0
**Relative energy (zero: lowest compared OMol25 entry of this formula, charge and spin)**: 0.0000 eV
**LUMO level**: -0.81 eV
**Gap between HOMO and LUMO**: 7.8 eV

What are the Mulliken partial charges on each atom? They are as follows, in elementary charge units:
1. C -1.51
2. C 0.95
3. C -1.25
4. C 1.01
5. C -0.52
6. C -0.41
7. C 0.14
8. N -0.44
9. C -1.08
10. C 0.67
11. C -0.57
12. O -0.61
13. C -0.37
14. N -0.09
15. C 0.63
16. C -0.15
17. C -0.73
18. N -0.35
19. C 0.11
20. N -0.16
21. C 0.60
22. C -0.26
23. C -0.64
24. C 0.35
25. C 0.12
26. N -0.50
27. C -0.77
28. C -0.41
29. N -0.45
30. H 0.28
31. H 0.44
32. H 0.33
33. H 0.50
34. H 0.34
35. H 0.39
36. H 0.36
37. H 0.45
38. H 0.22
39. H 0.40
40. H 0.36
41. H 0.42
42. H 0.41
43. H 0.24
44. H 0.40
45. H 0.36
46. H 0.45
47. H 0.34

=====

Density functional theory data (ωB97M-V with the def2-TZVPD basis set) for a structure of composition C22H18N8Ni.

Geometry as XYZ:
```
49
Properties=species:S:1:pos:R:3
Ni -0.4263 0.7273 -0.3341
C -2.6721 0.6945 3.3197
C -1.6076 0.8664 2.4359
N -1.7290 0.5530 1.1528
C -2.9133 0.0312 0.7490
C -3.9616 -0.1023 1.6399
N -3.8449 0.2354 2.9209
C -2.9241 -0.4235 -0.6554
C -3.9567 -1.0142 -1.3537
C -3.7516 -1.4068 -2.6823
C -2.4924 -1.1810 -3.2576
C -1.5064 -0.5844 -2.5039
N -1.7368 -0.2311 -1.2338
C -0.1131 -0.2922 -2.8923
C 0.4907 -0.6194 -4.0939
N 1.7844 -0.4042 -4.3082
C 2.4930 0.1215 -3.3222
C 1.9079 0.4899 -2.1132
N 0.6080 0.3021 -1.9155
C -4.8325 -2.0444 -3.4579
C -4.9313 -1.8579 -4.8336
C -5.9707 -2.4745 -5.5143
N -6.8741 -3.2484 -4.9230
C -6.7728 -3.4303 -3.6108
C -5.7813 -2.8492 -2.8341
H -2.5603 0.9509 4.3655
H -0.6691 1.2734 2.7763
H -4.9207 -0.4916 1.3219
H -4.9238 -1.1507 -0.8923
H -2.2937 -1.4997 -4.2706
H -0.0711 -1.0732 -4.9009
H 3.5532 0.2650 -3.4876
H 2.4761 0.9412 -1.3116
H -4.2482 -1.2157 -5.3738
H -6.0819 -2.3366 -6.5832
H -7.5167 -4.0733 -3.1560
H -5.7399 -3.0656 -1.7748
C 0.4207 3.6962 -1.4000
C 1.0343 3.1603 -0.1532
N 0.7962 1.9887 0.4344
C 1.5544 1.9566 1.5944
C 2.2450 3.1142 1.7036
N 1.9005 3.8555 0.5994
H -0.5550 3.2460 -1.5755
H 1.0519 3.5139 -2.2711
H 0.2768 4.7724 -1.3140
H 1.5995 1.0997 2.2427
H 2.9401 3.4631 2.4462
H 2.2252 4.7880 0.3930
```

Properties
**Net charge**: +2
**Relative energy (zero: lowest compared OMol25 entry of this formula, charge and spin)**: 0.1491 eV
**LUMO level (alpha / beta)**: -7.46 / -7.45 eV
**Gap between HOMO and LUMO (alpha / beta)**: 7.0 / 7.0 eV

What are the Mulliken partial charges on each atom? They are as follows, in elementary charge units:
1. Ni -0.54
2. C -0.47
3. C 0.12
4. N -0.33
5. C 0.35
6. C 0.01
7. N -0.51
8. C 0.00
9. C -0.25
10. C 0.67
11. C -0.25
12. C -0.01
13. N 0.14
14. C 0.24
15. C -0.05
16. N -0.51
17. C -0.52
18. C -0.04
19. N -0.01
20. C 0.65
21. C -0.59
22. C -0.45
23. N -0.53
24. C -0.45
25. C -0.60
26. H 0.41
27. H 0.41
28. H 0.41
29. H 0.65
30. H 0.61
31. H 0.42
32. H 0.43
33. H 0.42
34. H 0.45
35. H 0.38
36. H 0.38
37. H 0.46
38. C -1.31
39. C 0.79
40. N -0.09
41. C -0.59
42. C -0.47
43. N -0.08
44. H 0.26
45. H 0.30
46. H 0.49
47. H 0.57
48. H 0.43
49. H 0.20